C18H34Br6O8S4 as an isolated structure in a non-equilibrium geometry. Source: the OMol25 dataset; level of theory: the ωB97M-V functional and the def2-TZVPD basis.

Geometry as XYZ:
```
70
Properties=species:S:1:pos:R:3:forces:R:3:mulliken_charge:R:1
C 29.572 23.546 -21.811 -0.54 -0.10 1.42 -0.3336
Br 27.608 22.981 -21.701 1.86 0.46 -0.02 -0.0255
Br 30.746 22.507 -20.498 -1.21 0.88 -1.26 -0.0284
Br 29.742 25.498 -21.426 -0.12 -1.56 -0.48 0.0050
H 29.898 23.279 -22.816 -0.01 0.32 0.32 0.3826
C 12.460 19.162 -27.264 -0.86 0.47 -0.94 -0.3301
Br 10.504 19.410 -26.990 1.03 -0.37 0.07 -0.0207
Br 13.095 20.842 -28.100 0.01 -1.03 0.35 -0.0085
Br 12.772 17.557 -28.401 -0.03 1.15 0.88 -0.0089
H 12.948 19.075 -26.293 -0.14 -0.21 -0.37 0.3683
C 21.072 30.448 -18.394 0.32 -1.76 0.83 -0.5008
C 20.863 29.144 -17.547 -0.89 -0.59 -2.47 -0.6960
C 21.014 29.392 -16.132 -1.12 2.09 1.91 -0.6597
S 20.064 31.064 -15.978 2.25 -1.46 0.32 1.0674
O 20.996 31.914 -15.275 -0.59 0.56 0.24 -0.6333
O 18.696 30.869 -15.546 0.63 0.23 -0.29 -0.6190
C 20.141 31.440 -17.760 -0.58 0.06 1.12 -0.7111
H 20.685 30.201 -19.383 0.61 0.25 -0.19 0.2937
H 22.156 30.546 -18.341 -0.12 1.19 -0.44 0.3422
H 21.522 28.348 -17.893 -0.17 -0.05 -0.20 0.3443
H 19.824 28.927 -17.793 -0.11 -0.85 0.24 0.3384
H 22.052 29.554 -15.841 -0.15 0.26 0.19 0.3131
H 20.492 28.770 -15.405 0.13 -0.33 -0.33 0.3742
H 20.335 32.509 -17.837 -0.13 -0.17 -0.21 0.3925
H 19.120 31.132 -17.983 -0.09 0.57 -0.72 0.3540
C 19.871 20.031 -21.287 -0.66 -1.14 -3.00 -0.5984
C 18.866 20.662 -20.377 -1.36 -0.13 1.03 -0.6362
C 18.474 22.121 -20.693 2.15 -1.43 -0.91 -0.7138
S 18.706 22.176 -22.547 -1.50 -0.87 0.35 1.0819
O 19.461 23.382 -22.831 -0.54 -0.71 -0.35 -0.6372
O 17.425 21.820 -23.193 1.50 1.14 0.79 -0.6394
C 19.706 20.654 -22.777 1.21 0.72 2.28 -0.6089
H 19.543 18.992 -21.310 -0.02 -0.17 -0.44 0.2394
H 20.901 19.859 -20.974 0.11 1.19 0.08 0.4148
H 19.303 20.510 -19.390 -0.62 0.47 0.41 0.3343
H 17.953 20.071 -20.451 0.02 -0.15 0.23 0.3444
H 19.345 22.609 -20.255 -0.58 1.25 -0.24 0.3266
H 17.475 22.452 -20.410 0.34 -0.02 -0.02 0.4058
H 20.689 21.051 -23.033 -0.08 -0.23 -0.54 0.2852
H 19.250 20.045 -23.558 0.03 0.09 0.33 0.4016
C 22.162 14.273 -15.818 -0.89 0.88 0.01 -0.5053
C 22.491 15.460 -14.871 0.70 -0.65 0.59 -0.6345
C 21.271 15.975 -14.091 0.85 -0.52 1.13 -0.6011
S 19.990 14.718 -14.279 0.86 1.05 -2.65 1.0420
O 19.155 15.229 -15.385 -0.01 -0.98 1.74 -0.6241
O 19.577 14.367 -12.940 -0.61 -0.39 -0.84 -0.6423
C 21.127 13.423 -15.160 -1.43 0.07 2.81 -0.7821
H 23.032 13.630 -15.957 0.10 0.49 -0.71 0.3236
H 21.663 14.703 -16.686 0.67 -0.37 -0.63 0.3134
H 23.088 16.252 -15.324 -0.30 -0.08 -0.31 0.3387
H 23.151 15.003 -14.134 0.18 0.20 0.21 0.2850
H 21.000 17.028 -14.166 -0.58 -0.32 -1.04 0.4006
H 21.486 15.928 -13.023 0.19 -0.27 0.06 0.3168
H 20.531 12.679 -15.689 -0.18 0.71 -0.59 0.4168
H 21.494 12.833 -14.320 0.48 0.17 0.22 0.3525
C 25.370 28.482 -26.395 -0.63 -2.10 -1.59 -0.6231
C 26.224 29.559 -25.822 0.57 2.15 0.82 -0.6173
C 27.499 29.941 -26.669 -0.81 -1.95 -0.21 -0.6630
S 27.816 28.403 -27.724 -2.04 0.17 0.78 1.0802
O 28.937 27.650 -27.214 0.18 0.40 -0.30 -0.6223
O 27.687 28.761 -29.124 0.37 -0.18 0.67 -0.6269
C 26.270 27.478 -27.187 1.23 0.69 0.87 -0.6972
H 24.521 28.782 -27.009 0.34 0.66 -0.25 0.3042
H 24.864 27.939 -25.596 0.22 -0.13 0.13 0.3247
H 26.412 29.420 -24.757 0.96 -0.95 -0.13 0.3390
H 25.586 30.420 -25.623 -0.01 0.56 -0.88 0.3526
H 28.420 30.030 -26.092 -0.24 0.40 -0.02 0.3703
H 27.309 30.727 -27.399 0.19 0.05 0.27 0.3494
H 26.640 26.783 -26.433 0.27 -0.18 -0.26 0.2910
H 25.972 26.908 -28.068 -0.59 0.40 0.13 0.4386
```
Positions in Å, forces in eV/Å.

- E: -499186.8940 eV
- ΔE to the lowest compared entry with this formula, charge and spin: 100.3 kcal per mole
- Highest occupied orbital energy: -10.077 eV
- 2S+1: 1
- Orbital gap: 9.16 eV